15
Properties=species:S:1:pos:R:3:forces:R:3:lowdin_spin:R:1 method="wB97M-V/def2-TZVPD" homo_lumo_gap_ha="0.228 / 0.176" s2=12.69 multiplicity=7 homo_ev="-28.29 / -28.21" charge=+4
H -3.65807 0.15172 0.54008 -0.1 0.0 -0.4 0.000
H -3.28482 0.20380 -1.19218 -0.3 0.1 -0.4 0.000
C 0.61447 -0.56365 0.22969 0.1 2.9 4.2 -0.010
O 0.73845 -0.81904 1.38192 -0.6 -2.2 -0.2 0.005
H -1.77118 -1.24586 0.67995 -0.1 -0.6 -0.7 0.000
C -2.89165 0.46389 -0.19574 0.1 -0.3 1.3 0.000
H 2.83748 -1.41864 -0.97876 0.4 0.4 -0.7 0.002
O -0.57104 0.15343 -0.14767 0.1 0.2 -1.4 -0.009
H -2.67794 1.53124 -0.05113 -0.2 -0.1 -0.7 0.000
C 2.90614 -0.45103 -0.47605 1.5 -0.3 0.6 0.004
H 3.31087 -0.66774 0.51356 -0.5 0.0 0.4 0.002
C -1.73214 -0.33482 0.06715 -1.9 -0.1 1.3 0.000
H 3.48652 0.39068 -0.86225 0.0 -0.7 -0.9 0.000
Tb 1.15872 2.52429 0.92586 0.4 -1.1 -0.6 6.012
O 1.53419 0.08174 -0.43444 0.8 1.9 -1.8 -0.005